a.
Molecular formula: C2H3Cl2OP
Method: DFT, ωB97M-V/def2-TZVPD

Computed properties:
LUMO level in eV: 0.4704
Orbital gap in eV: 9.83
SMILES: O=C(P)C(Cl)Cl
2S+1: 1

Positions of all 9 atoms, in Å:
O 1.48 -0.57 -1.28
C 0.70 -0.42 -0.41
P 0.85 -0.58 1.35
C -1.05 0.07 -0.70
Cl -2.06 0.08 0.77
Cl -0.91 1.73 -1.32
H 0.41 0.70 1.56
H 2.11 -0.27 1.31
H -1.54 -0.74 -1.30

Here are the natural (NBO) charges for atoms 1 to 5, given in e:
1 O -0.494
2 C 0.357
3 P 0.305
4 C -0.366
5 Cl -0.026

=====

b.
Molecular formula: C2H3Cl2OP
Method: DFT, ωB97M-V/def2-TZVPD

Computed properties:
LUMO level in eV: -1.2699
Orbital gap in eV: 7.50
2S+1: 1

Positions of all 9 atoms, in Å:
C -2.22 -0.44 -0.36
C 1.86 0.05 0.63
O -2.73 -1.46 -0.17
P -0.58 0.40 0.32
Cl 2.35 -1.42 -0.08
Cl 2.25 1.48 -0.27
H 2.14 0.25 1.74
H -2.67 0.36 -0.90
H -0.40 0.76 -0.91

Here are the natural (NBO) charges for atoms 1 to 5, given in e:
1 C 0.230
2 C -0.407
3 O -0.483
4 P 0.267
5 Cl 0.056

=====

How far above the most stable structure does each one sit? In kcal/mol: a 0.0; b 40.4.

=====

a.
Molecular formula: C3H9NO2Si
Method: DFT, ωB97M-V/def2-TZVPD

Computed properties:
LUMO level (spin up / spin down) in eV: -0.9303 / -1.9493
Orbital gap (spin up / spin down) in eV: 8.74 / 7.29
2S+1: 1

Positions of all 16 atoms, in Å:
C -0.81 -1.03 -1.25
C 0.38 -0.37 1.72
C -1.19 1.68 -0.18
N 3.03 -1.64 0.00
O 1.42 0.56 -0.86
O 3.03 -0.64 -0.54
Si 0.07 0.22 -0.12
H -1.85 -0.91 -1.12
H -0.54 -0.59 -2.28
H -0.64 -2.12 -1.20
H 0.84 0.43 2.19
H -0.53 -0.67 2.14
H 1.06 -1.18 1.74
H -1.60 1.83 0.86
H -0.63 2.66 -0.23
H -2.05 1.77 -0.86

Here are the natural (NBO) charges for atoms 1 to 5, given in e:
1 C -1.134
2 C -1.065
3 C -1.120
4 N 0.302
5 O -0.841

=====

b.
Molecular formula: C3H9NO2Si
Method: DFT, ωB97M-V/def2-TZVPD

Computed properties:
LUMO level in eV: 0.6725
Orbital gap in eV: 9.81
SMILES: O[Si]1(O)CCCN1
2S+1: 1

Positions of all 16 atoms, in Å:
O 2.13 -0.59 -1.04
Si 1.12 -0.02 0.10
O 2.16 0.65 1.14
C -0.20 1.19 -0.42
C -1.46 0.49 0.09
C -1.27 -0.99 0.01
N 0.07 -1.33 0.52
H 2.83 -0.08 -1.50
H 1.90 0.78 2.10
H -0.11 1.29 -1.46
H -0.06 2.18 0.02
H -2.41 0.84 -0.50
H -1.63 0.71 1.26
H -2.00 -1.54 0.41
H -1.28 -1.29 -1.07
H 0.23 -2.29 0.34

Here are the natural (NBO) charges for atoms 1 to 5, given in e:
1 O -1.112
2 Si 2.183
3 O -1.105
4 C -0.929
5 C -0.393

=====

How far above the most stable structure does each one sit? In kcal/mol: a 152.3; b 0.0.

=====

a.
Molecular formula: CH6NO2
Method: DFT, ωB97M-V/def2-TZVPD

Computed properties:
LUMO level in eV: -4.0022
Orbital gap in eV: 12.92
SMILES: [NH3+]C(O)O
Charge: +1
2S+1: 1

Positions of all 10 atoms, in Å:
N -0.70 -0.44 0.82
C 0.00 0.08 -0.54
O 0.08 1.43 -0.25
O 1.10 -0.59 -0.80
H 0.07 -0.59 1.40
H -1.34 -1.36 0.68
H -1.32 0.42 0.98
H -0.62 -0.18 -1.46
H 0.83 1.75 -0.69
H 1.90 -0.51 -0.14

Here are the natural (NBO) charges for atoms 1 to 5, given in e:
1 N -0.756
2 C 0.532
3 O -0.697
4 O -0.671
5 H 0.431

=====

b.
Molecular formula: CH6NO2
Method: DFT, ωB97M-V/def2-TZVPD

Computed properties:
LUMO level in eV: -4.6735
Orbital gap in eV: 11.18
Charge: +1
2S+1: 1

Positions of all 10 atoms, in Å:
O 0.81 1.69 1.56
H 0.68 2.60 1.38
H 1.55 1.66 2.23
H -2.48 -1.29 -0.92
C -0.53 -1.12 -0.96
N 0.45 -0.39 -0.48
O -1.69 -1.01 -0.40
H -0.34 -1.84 -1.81
H 0.41 0.01 0.53
H 1.16 -0.30 -1.13

Here are the natural (NBO) charges for atoms 1 to 5, given in e:
1 O -0.975
2 H 0.495
3 H 0.500
4 H 0.551
5 C 0.558

=====

How far above the most stable structure does each one sit? In kcal/mol: a 15.7; b 0.0.